The following is a quantum chemistry calculation of a molecular structure, C30H35IrN5O5P2S2Te in a non-equilibrium geometry, from the Open Molecules 2025 dataset.

Computed properties:
2S+1: 2
<S²>: 0.8046
Gap between HOMO and LUMO (alpha / beta) in eV: 4.017 / 4.450
E_LUMO (alpha / beta) in eV: -8.34 / -7.91
Charge: +2

Positions of all 81 atoms, in Å:
Ir 1.92 -1.03 -0.54
C 4.08 -3.07 -4.78
O 4.79 -2.40 -3.73
C 4.12 -1.94 -2.70
O 2.90 -2.03 -2.53
N 4.94 -1.33 -1.81
N 4.37 -0.67 -0.71
H 4.83 -3.64 -5.33
H 3.61 -2.34 -5.44
H 3.32 -3.73 -4.37
H 5.93 -1.30 -2.01
H 4.51 0.34 -0.78
H 4.79 -1.00 0.16
N -3.84 2.25 2.92
C -4.96 2.21 3.71
C -5.80 3.18 4.21
C -6.84 2.76 5.04
C -7.05 1.41 5.33
C -6.23 0.42 4.81
C -5.16 0.82 3.99
N -4.20 0.10 3.38
C -3.41 0.96 2.76
C -2.24 0.55 2.03
C -1.30 1.43 1.50
C -0.21 0.93 0.82
N 0.00 -0.37 0.65
C -0.89 -1.23 1.16
C -2.00 -0.83 1.85
H -3.43 3.08 2.53
H -5.67 4.22 3.97
H -7.50 3.49 5.47
H -7.87 1.13 5.97
H -6.37 -0.62 5.05
H -1.40 2.50 1.60
H 0.54 1.59 0.41
H -0.70 -2.28 0.99
H -2.71 -1.54 2.26
C 5.79 1.10 2.43
C 5.16 0.13 3.42
O 4.45 -0.91 2.73
P 2.92 -0.72 2.31
O 2.70 0.32 1.26
Te 2.37 -2.94 1.48
O 2.12 -0.27 3.60
C 2.11 -1.07 4.80
C 1.26 -0.35 5.82
H 6.33 1.87 2.98
H 5.03 1.57 1.82
H 6.49 0.57 1.79
H 4.48 0.66 4.08
H 5.92 -0.39 4.01
H 3.13 -1.20 5.16
H 1.69 -2.05 4.55
H 1.70 0.61 6.08
H 1.19 -0.96 6.72
H 0.26 -0.18 5.43
S -0.10 -2.06 -1.96
P 0.08 -0.34 -3.05
S 1.64 0.80 -2.44
C -1.44 0.67 -2.90
C -2.36 0.46 -1.89
C -3.50 1.24 -1.84
C -3.71 2.22 -2.79
C -2.77 2.44 -3.79
C -1.63 1.67 -3.85
C 0.07 -0.81 -4.81
C 1.10 -0.57 -5.70
C 0.93 -0.93 -7.02
C -0.25 -1.52 -7.44
C -1.27 -1.78 -6.54
C -1.11 -1.43 -5.21
H -2.20 -0.33 -1.16
H -4.24 1.06 -1.07
H -4.60 2.83 -2.76
H -2.94 3.21 -4.53
H -0.90 1.83 -4.63
H 2.01 -0.09 -5.36
H 1.71 -0.74 -7.74
H -0.38 -1.79 -8.48
H -2.19 -2.25 -6.86
H -1.89 -1.63 -4.49

Here is what Mulliken gives for the atomic charges, in e: Ir 0.632; C -0.598; O -0.432; C 0.770; O -0.498; N -0.292; N -0.313; H 0.282; H 0.241; H 0.303; H 0.273; H 0.315; H 0.304; N 0.091; C 0.740; C -0.992; C -0.443; C -0.515; C -0.786; C 0.589; N -0.563; C -0.418; C 1.085; C -1.027; C -0.471; N 0.878; C -0.830; C -0.841; H 0.173; H 0.399; H 0.411; H 0.408; H 0.454; H 0.445; H 0.532; H 0.582; H 0.638; C -1.052; C -0.204; O -0.152; P 0.528; O -0.728; Te 0.020; O -0.238; C -0.140; C -1.271; H 0.417; H 0.186; H 0.271; H 0.275; H 0.373; H 0.331; H 0.303; H 0.319; H 0.412; H 0.274; S -0.322; P 1.502; S -0.416; C 0.559; C -0.363; C -0.700; C -0.618; C -0.655; C -0.576; C 0.575; C -0.559; C -0.661; C -0.486; C -0.739; C -0.455; H 0.422; H 0.531; H 0.431; H 0.439; H 0.425; H 0.511; H 0.473; H 0.422; H 0.447; H 0.363